Computed, not measured: C2H3NOS2 in the gas phase at a distorted geometry, with wB97M-V/def2-TZVPD.

Structure (XYZ):
```
9
Properties=species:S:1:pos:R:3:mulliken_charge:R:1
S -0.5665 0.1813 -1.0347 0.173
S -2.1604 0.9512 1.3817 -0.108
O 2.5220 0.1059 -0.0686 -0.545
N 0.7754 -0.5254 -1.4420 -0.361
C 2.0076 -0.5838 -0.9197 0.152
C -0.6882 0.5803 0.5812 -0.080
H 2.5644 -1.3908 -1.4362 0.329
H 0.1768 0.5988 1.2239 0.302
H -2.9809 0.7879 0.3378 0.137
```

The max |F| comes out at 0.0351 Eh/bohr. The calculation puts the energy relative to the best compared isomer or geometry (same formula, charge and spin) at 52.6 kcal per mole. The calculation puts the HOMO energy (spin up / spin down) at -8.7 / -8.7 eV. Its LUMO energy (spin up / spin down) is -1.05 / -1.05 eV.